{"formula": "C6H10O", "method": "wB97M-V/def2-TZVPD", "elements": ["C", "C", "C", "C", "C", "C", "O", "H", "H", "H", "H", "H", "H", "H", "H", "H", "H"], "positions_angstrom": [[1.5047, -1.4952, -0.7634], [0.1948, -1.1248, -1.4035], [1.0041, -0.0838, -0.6913], [0.5409, 0.5380, 0.5956], [-0.7378, 1.4294, 0.6093], [-1.3566, 0.2972, 1.2603], [-0.2090, -0.4066, 1.4709], [1.4633, -2.0892, 0.1444], [2.3564, -1.7022, -1.4048], [0.1381, -1.0754, -2.4867], [-0.7112, -1.4800, -0.9215], [1.5158, 0.6464, -1.3182], [1.3776, 0.9494, 1.1684], [-0.5681, 2.2751, 1.2749], [-1.4778, 1.8033, -0.1299], [-2.7517, 1.7655, 1.3325], [-2.2832, -0.2470, 1.2629]], "energy_ev": -8424.823, "homo_lumo_gap_ev": [9.755, 6.852], "de_lowest_ev": 6.417}